# 1
Density functional theory data (ωB97M-V/def2-TZVPD) for a structure of composition F10N5Na3O20S10.

Last column: Löwdin charge in e.
CARTESIAN COORDINATES (ANGSTROEM)
Na -15.69456 -7.70936 18.11686  0.924
Na -13.48334 -8.76649 21.86823  0.924
Na -11.72733 -5.42328 18.06223  0.928
N -14.79167 -4.39583 15.08503  -0.289
S -15.55879 -2.85520 14.78565  0.631
O -16.47881 -2.73537 13.62513  -0.291
O -14.74131 -1.62590 15.04540  -0.322
F -16.54165 -2.95073 16.05717  -0.219
S -14.08024 -4.30066 13.77141  0.385
O -12.83909 -3.49497 13.85398  -0.334
O -14.76333 -4.49683 12.48027  -0.282
F -13.47362 -5.74237 13.98558  -0.236
N -11.63395 -9.94429 18.21343  -0.302
S -10.12729 -10.55629 18.78477  0.593
O -9.07703 -10.96031 17.84609  -0.267
O -10.22902 -11.20933 20.10819  -0.312
F -9.60927 -9.08031 19.20288  -0.251
S -11.67062 -11.06184 17.15706  0.422
O -11.85806 -12.42352 17.66013  -0.284
O -11.03042 -10.90523 15.84289  -0.291
F -13.18975 -10.78737 16.66356  -0.239
N -17.62482 -9.91256 21.30284  -0.301
S -19.14879 -9.28274 21.63380  0.572
O -20.20581 -9.88267 22.46434  -0.264
O -19.59991 -8.44286 20.55397  -0.277
F -18.56913 -8.23647 22.67868  -0.213
S -18.06866 -11.28044 21.39087  0.366
O -18.78662 -11.72491 20.17623  -0.293
O -18.43868 -11.89360 22.65750  -0.296
F -16.58190 -11.88549 21.17216  -0.245
N -21.16705 -10.84144 14.36554  -0.240
S -20.02478 -9.99831 13.81499  0.380
O -19.27398 -9.30781 14.83078  -0.321
O -20.09566 -9.42515 12.45381  -0.318
F -19.07111 -11.24903 13.53592  -0.227
S -22.21393 -9.44198 14.29565  0.522
O -22.76782 -9.04713 13.01172  -0.300
O -22.01217 -8.42963 15.25963  -0.278
F -23.44229 -10.08254 15.05349  -0.211
N -13.11514 -4.47246 22.07066  -0.316
S -12.10061 -3.58797 22.85600  0.400
O -12.03511 -3.74050 24.29379  -0.287
O -11.79204 -2.31324 22.28320  -0.279
F -10.77998 -4.44741 22.49562  -0.243
S -14.40226 -3.42413 22.47391  0.593
O -14.39515 -2.06303 21.87943  -0.296
O -14.91632 -3.59539 23.84314  -0.284
F -15.48359 -4.08200 21.47060  -0.231

As for the LUMO energy: -1.81 eV. Its gap between HOMO and LUMO is 3.3 eV. The charge is -2. As for the total energy: -7245.800891 Ha.

=====

# 2
Density functional theory data (ωB97M-V/def2-TZVPD) for a structure of composition C37H73HgO21S9.

Last column: Löwdin charge in e.
CARTESIAN COORDINATES (ANGSTROEM)
Hg -2.35224 3.39924 -0.28582  1.118
O 0.48595 -0.90707 0.85498  0.178
C -0.19821 0.14036 0.37314  -0.792
O -1.38483 0.10132 0.21009  0.183
O 0.28817 1.26615 0.23201  0.195
H -0.09717 -1.66936 0.87700  0.133
C -5.60064 -1.74393 -4.44259  -0.234
C -4.16053 -1.98086 -5.02131  -0.163
C -3.26978 -0.80000 -4.39923  -0.201
S -4.34844 0.68031 -4.30272  0.730
O -4.23152 1.55242 -5.46114  -0.345
O -4.35144 1.21132 -2.90506  -0.409
C -6.00067 -0.25864 -4.60570  -0.178
H -5.64040 -1.98410 -3.38013  0.102
H -6.32100 -2.47893 -4.80170  0.110
H -4.27262 -1.88271 -6.10107  0.108
H -3.77974 -2.97786 -4.79972  0.109
H -2.31647 -0.57856 -4.87909  0.097
H -2.98809 -1.05541 -3.37771  0.088
H -6.22544 -0.10926 -5.66176  0.089
H -6.86257 0.19568 -4.11700  0.098
C -3.57166 -7.92206 1.67006  -0.208
C -3.21020 -8.20781 0.22895  -0.247
C -2.13647 -7.21754 -0.16202  -0.201
S -2.69048 -5.59176 0.59281  0.729
O -3.78387 -5.08446 -0.21685  -0.356
O -1.54856 -4.74346 1.05730  -0.390
C -3.45698 -6.39674 2.10205  -0.170
H -2.88709 -8.45846 2.32713  0.111
H -4.57567 -8.31601 1.82775  0.111
H -4.07512 -8.12078 -0.42867  0.113
H -3.00918 -9.26213 0.03901  0.122
H -1.91208 -7.06738 -1.21805  0.105
H -1.17767 -7.45939 0.29657  0.105
H -4.38281 -5.92005 2.42408  0.095
H -2.69894 -6.30867 2.88032  0.089
C 5.84210 2.67157 0.21070  -0.240
C 7.31352 2.80754 -0.25234  -0.209
C 7.88793 1.40040 -0.14331  -0.252
S 6.64166 0.28058 -0.72970  0.707
O 6.67791 -0.96323 0.07138  -0.358
O 6.85113 0.19080 -2.16710  -0.336
C 5.16004 1.38608 -0.28112  -0.171
H 5.32791 3.57301 -0.12262  0.108
H 5.84086 2.80733 1.29221  0.110
H 7.76048 3.52492 0.43592  0.117
H 7.39273 3.08744 -1.30279  0.117
H 8.01436 1.12763 0.90441  0.108
H 8.76460 1.23700 -0.77009  0.113
H 4.73849 1.01553 0.65326  0.087
H 4.42259 1.44513 -1.08162  0.097
C -0.77368 9.91667 1.03641  -0.243
C 0.18582 9.84305 2.16598  -0.251
C 0.37432 8.37341 2.50604  -0.217
S 0.63392 7.60646 0.88201  0.710
O -0.07163 6.33629 0.66887  -0.397
O 2.06020 7.72122 0.59975  -0.347
C -0.25033 8.99835 -0.08971  -0.168
H -0.88135 10.96132 0.74452  0.121
H -1.78963 9.61935 1.29635  0.119
H -0.13395 10.37792 3.06028  0.126
H 1.11199 10.33561 1.86984  0.126
H -0.57782 7.99881 2.88180  0.108
H 1.18313 8.09166 3.18023  0.112
H -1.06800 8.57418 -0.67246  0.089
H 0.43852 9.49139 -0.77564  0.099
C 2.30478 6.13000 -4.26466  -0.227
C 0.98068 6.68078 -4.77298  -0.226
C 0.26505 5.56857 -5.50156  -0.203
S 0.53143 4.07311 -4.45493  0.723
O 0.75581 2.94982 -5.33777  -0.331
O -0.48403 3.99299 -3.35303  -0.424
C 2.08469 4.73759 -3.71140  -0.212
H 2.89756 6.76390 -3.60520  0.122
H 3.00724 6.03277 -5.09242  0.116
H 1.23813 7.47293 -5.47606  0.119
H 0.44108 7.12754 -3.93792  0.116
H 0.83195 5.31886 -6.39842  0.108
H -0.79810 5.58495 -5.74143  0.111
H 2.85314 4.10689 -4.15839  0.096
H 2.08786 4.57796 -2.63316  0.101
C 0.95813 0.52630 5.49094  -0.201
C 1.94756 1.36529 4.67169  -0.213
C 1.36083 2.76984 4.37915  -0.201
S -0.44526 2.62524 4.54286  0.706
O -1.21946 2.85773 3.31503  -0.387
O -0.91380 3.27413 5.77131  -0.336
C -0.46459 0.81821 4.90409  -0.200
H 0.86088 0.81824 6.53660  0.112
H 1.24434 -0.51801 5.61586  0.113
H 2.10109 0.83001 3.73467  0.104
H 2.94721 1.36289 5.10620  0.115
H 1.58224 2.93617 3.32491  0.094
H 1.77402 3.55117 5.01702  0.107
H -0.65757 0.38868 3.92105  0.081
H -1.34889 0.46784 5.43641  0.110
C 2.77894 -2.94940 -4.22727  -0.209
C 2.52454 -3.31771 -2.75093  -0.222
C 3.10307 -4.74862 -2.61783  -0.206
S 2.77919 -5.66029 -4.20248  0.687
O 1.73576 -6.64049 -3.99751  -0.339
O 4.08487 -6.01431 -4.69895  -0.332
C 2.17647 -4.12443 -5.12039  -0.172
H 3.85921 -3.01495 -4.35693  0.108
H 2.44485 -1.93405 -4.44070  0.108
H 1.45329 -3.23229 -2.56859  0.103
H 2.92624 -2.64900 -1.98965  0.106
H 2.57849 -5.35848 -1.88232  0.091
H 4.18844 -4.80141 -2.53236  0.100
H 1.09171 -4.09289 -5.01846  0.086
H 2.50290 -4.18056 -6.15883  0.095
C -7.45592 -1.37656 1.32054  -0.244
C -8.32680 -0.53111 2.20930  -0.250
C -7.97119 0.92496 2.26942  -0.225
S -6.13935 0.88315 2.27098  0.723
O -5.66577 0.74618 3.63011  -0.332
O -5.64156 1.90841 1.35024  -0.390
C -6.07794 -0.86090 1.45383  -0.185
H -7.89733 -1.42410 0.32504  0.119
H -7.36318 -2.43050 1.58269  0.121
H -8.24562 -0.92946 3.22065  0.124
H -9.36549 -0.55120 1.87943  0.122
H -8.51909 1.54610 2.97801  0.116
H -8.25460 1.43167 1.34691  0.100
H -5.41499 -1.46848 2.06983  0.103
H -5.66642 -0.71368 0.45528  0.096
C 4.83159 -5.22280 3.26195  -0.257
C 5.08160 -5.67228 4.68799  -0.214
C 3.83470 -6.50279 5.15350  -0.156
S 2.40379 -5.81423 4.09797  0.703
O 1.41415 -5.06954 4.85604  -0.349
O 1.99165 -6.88086 3.19476  -0.344
C 3.47687 -4.59377 3.27457  -0.245
H 4.76866 -6.11428 2.63793  0.117
H 5.59270 -4.60046 2.79129  0.125
H 5.26484 -4.73657 5.21615  0.111
H 6.00396 -6.25163 4.72951  0.114
H 3.53291 -6.53213 6.20048  0.094
H 4.01691 -7.54046 4.87394  0.094
H 3.47319 -3.80439 4.02621  0.096
H 3.03239 -4.17263 2.37280  0.110

As for the LUMO energy: -8.58 eV. Its gap between HOMO and LUMO is 2.8 eV. The charge is +1. As for the total energy: -6770.095864 Ha.

=====

# 3
Density functional theory data (ωB97M-V/def2-TZVPD) for a structure of composition C19H22AgN2O6PTe.

Last column: Löwdin charge in e.
CARTESIAN COORDINATES (ANGSTROEM)
Ag -0.29082 -0.40879 0.08683  0.762
C -0.77027 -6.49023 -0.51168  -0.138
O -0.65839 -5.11310 -0.70830  -0.087
C 0.54801 -4.65079 -1.18576  -0.211
C 1.59489 -5.47256 -1.52633  -0.078
C 2.79705 -4.92756 -2.01895  -0.156
C 2.89887 -3.56277 -2.14253  -0.113
C 1.85662 -2.69078 -1.79218  -0.157
C 2.10270 -1.26836 -1.99387  -0.133
N 1.34833 -0.31033 -1.61916  -0.060
N 1.78492 0.95156 -1.99010  0.018
C 0.91501 1.88521 -1.65352  -0.520
O -0.19127 1.78024 -1.05424  -0.121
C 1.33557 3.27920 -2.07386  -0.136
C 0.47770 4.34418 -1.82281  -0.036
C 0.81975 5.63895 -2.19228  -0.110
C 2.03263 5.88762 -2.82013  -0.135
C 2.89791 4.82796 -3.07313  -0.116
C 2.55236 3.53652 -2.70421  -0.048
C 0.60797 -3.20614 -1.30141  -0.349
O -0.40104 -2.50511 -1.00148  -0.117
H -1.76656 -6.66782 -0.10725  0.082
H -0.02469 -6.86605 0.20085  0.087
H -0.66134 -7.05303 -1.44874  0.083
H 1.51169 -6.54721 -1.42203  0.079
H 3.61997 -5.57832 -2.28886  0.070
H 3.81921 -3.12602 -2.52162  0.089
H 3.01901 -1.00482 -2.53673  0.100
H -0.46002 4.12447 -1.32953  0.096
H 0.13977 6.45810 -1.98558  0.087
H 2.30470 6.89768 -3.10593  0.081
H 3.84978 5.01356 -3.55928  0.085
H 3.21001 2.69840 -2.89103  0.093
C -2.76921 3.52915 2.26429  -0.085
C -1.47511 2.93634 1.73691  -0.328
O -1.47638 1.52130 1.89564  -0.338
P -0.86042 0.68342 3.13650  0.010
O -0.60472 -0.66618 2.54816  -0.425
Te 0.76974 1.89019 4.34645  0.190
O -2.14208 0.57997 4.14715  -0.347
C -3.23017 -0.23786 3.71053  -0.318
C -3.11586 -1.64175 4.27404  -0.091
H -2.78094 4.60868 2.09038  0.065
H -2.86362 3.34555 3.33612  0.067
H -3.62902 3.08501 1.75805  0.071
H -0.61910 3.36494 2.26218  0.035
H -1.34948 3.10488 0.66812  0.088
H -3.27319 -0.26977 2.61961  0.106
H -4.14162 0.24966 4.06919  0.106
H -2.20843 -2.10860 3.89418  0.066
H -3.97951 -2.24131 3.97286  0.066
H -3.07086 -1.60743 5.36449  0.069

As for the LUMO energy: 4.40 eV. Its gap between HOMO and LUMO is 5.5 eV. The charge is -2. As for the total energy: -2054.634458 Ha.